[1]
Computed, not measured: a molecular structure, C4H7NO in a non-equilibrium geometry, with ωB97M-V with the def2-TZVPD basis set.

Structure (XYZ):
```
13
Properties=species:S:1:pos:R:3
C 0.561 -0.451 -1.772
C 0.259 0.174 -0.393
N -1.046 0.936 0.592
C -0.417 0.237 1.744
C -0.138 -0.776 0.662
O -0.657 -1.855 0.514
H 0.641 0.254 -2.601
H -0.108 -1.273 -2.032
H 1.569 -0.915 -1.689
H 1.016 0.913 -0.149
H -0.791 1.920 0.600
H -1.056 -0.178 2.523
H 0.466 0.741 2.166
```

Summary:
Total charge: 0
Energy relative to the best compared isomer or geometry (same formula, charge and spin) (kJ/mol): 324.3
HOMO level (eV): -9.620
HOMO-LUMO gap (eV): 10.3
Maximum force (eV Å⁻¹): 1.29

These are the Mulliken partial charges, in e, on atoms 1 to 8: number 1, C, carries -1.1501; number 2, C, carries 0.0710; number 3, N, carries -0.5868; number 4, C, carries -0.4785; number 5, C, carries 0.6781; number 6, O, carries -0.5798; number 7, H, carries 0.3398; number 8, H, carries 0.3215



[2]
Computed, not measured: C3H6N2S2 in the gas phase in a non-equilibrium geometry, with ωB97M-V with the def2-TZVPD basis set.

Structure (XYZ):
```
13
Properties=species:S:1:pos:R:3
C 0.733 -1.123 1.284
N 0.065 -0.517 0.152
C -0.719 -1.255 -0.657
S -0.917 -2.850 -0.532
C 0.116 0.905 0.006
N -0.428 1.481 -0.986
S -0.211 3.152 -1.049
H 1.430 -1.869 0.885
H -0.008 -1.601 1.969
H 1.334 -0.329 1.773
H -1.264 -0.633 -1.433
H 0.835 1.308 0.740
H -0.966 3.330 -2.153
```

Summary:
Total charge: 0
SMILES: CN(C=S)/C=N/S
Energy relative to the best compared isomer or geometry (same formula, charge and spin) (kJ/mol): 124.2
HOMO level (eV): -8.510
HOMO-LUMO gap (eV): 8.6
Maximum force (eV Å⁻¹): 1.63

These are the Mulliken partial charges, in e, on atoms 1 to 8: number 1, C, carries -0.8936; number 2, N, carries 0.0595; number 3, C, carries -0.1370; number 4, S, carries -0.3182; number 5, C, carries 0.1925; number 6, N, carries -0.3559; number 7, S, carries -0.1581; number 8, H, carries 0.3418



[3]
Computed, not measured: CH6N4 in the gas phase in a non-equilibrium geometry, with ωB97M-V with the def2-TZVPD basis set.

Structure (XYZ):
```
11
Properties=species:S:1:pos:R:3
N -0.444 -0.640 -0.396
N 0.511 -0.339 0.459
N 1.345 -1.433 0.669
C -1.013 1.493 -0.233
N -1.232 0.256 -0.869
H -0.363 -1.504 -0.950
H 0.186 1.387 0.039
H 2.010 -1.220 1.400
H 1.809 -1.745 -0.185
H -1.270 1.464 0.832
H -1.538 2.281 -0.765
```

Summary:
Total charge: 0
Energy relative to the best compared isomer or geometry (same formula, charge and spin) (kJ/mol): 334.0
HOMO level (alpha / beta) (eV): -7.842 / -7.843
HOMO-LUMO gap (alpha / beta) (eV): 8.9 / 8.9
Maximum force (eV Å⁻¹): 2.69

These are the Mulliken partial charges, in e, on atoms 1 to 8: number 1, N, carries 0.5577; number 2, N, carries -0.3059; number 3, N, carries -0.6108; number 4, C, carries -0.5364; number 5, N, carries -0.6362; number 6, H, carries 0.2885; number 7, H, carries 0.2190; number 8, H, carries 0.2491



[4]
Computed, not measured: 2 unconnected molecules or ions with the total composition C5H14 in a non-equilibrium geometry, with ωB97M-V with the def2-TZVPD basis set.

Structure (XYZ):
```
19
Properties=species:S:1:pos:R:3
C -1.684 -0.305 -0.305
C -1.217 0.064 -1.713
C -0.185 1.226 -1.805
H -1.461 -1.328 -0.014
H -2.765 -0.172 -0.335
H -1.388 0.319 0.535
H -1.042 -0.769 -2.389
H -2.079 0.554 -2.169
H 0.492 1.125 -0.971
H 0.349 1.317 -2.734
H -0.763 2.137 -1.654
C 2.101 -0.311 1.418
C 0.754 -0.815 1.980
H 2.813 -1.067 1.091
H 1.961 0.415 0.611
H 2.617 0.311 2.157
H 0.363 -1.516 1.255
H 0.989 -1.257 2.945
H 0.146 0.073 2.099
```

Summary:
Total charge: 0
SMILES: CCC.CC
Energy relative to the best compared isomer or geometry (same formula, charge and spin) (kJ/mol): 67.0
HOMO level (eV): -10.917
HOMO-LUMO gap (eV): 12.1
Maximum force (eV Å⁻¹): 2.02

These are the Mulliken partial charges, in e, on atoms 1 to 8: number 1, C, carries -0.9624; number 2, C, carries -0.3186; number 3, C, carries -0.7586; number 4, H, carries 0.2273; number 5, H, carries 0.3603; number 6, H, carries 0.2371; number 7, H, carries 0.4253; number 8, H, carries 0.2062



[5]
Computed, not measured: 2 unconnected molecules or ions with the total composition C2H2Cl3OP in a non-equilibrium geometry, with ωB97M-V with the def2-TZVPD basis set.

Structure (XYZ):
```
9
Properties=species:S:1:pos:R:3
C -0.078 0.031 0.695
C -0.099 0.729 -0.617
O 0.068 -2.466 -0.347
P 0.965 -1.507 0.255
Cl 0.590 0.841 1.992
Cl -0.225 2.493 -0.428
Cl 1.330 0.180 -1.644
H -1.596 -0.700 1.232
H -0.955 0.398 -1.138
```

Summary:
Total charge: 0
Energy relative to the best compared isomer or geometry (same formula, charge and spin) (kJ/mol): 467.1
HOMO level (eV): -9.338
HOMO-LUMO gap (eV): 8.6
Maximum force (eV Å⁻¹): 4.30

These are the Mulliken partial charges, in e, on atoms 1 to 8: number 1, C, carries -0.1488; number 2, C, carries 0.0215; number 3, O, carries -0.4312; number 4, P, carries 0.2884; number 5, Cl, carries -0.1076; number 6, Cl, carries -0.1294; number 7, Cl, carries -0.1288; number 8, H, carries 0.3147



[6]
Computed, not measured: a molecular structure, C26H17CuF3N2OS5Sb, with ωB97M-V with the def2-TZVPD basis set.

Structure (XYZ):
```
56
Properties=species:S:1:pos:R:3
Cu -2.043 -1.306 -1.432
O -3.111 -1.347 5.203
C -2.894 -1.339 4.011
S -2.057 -2.621 3.144
C -2.044 -1.880 1.547
C -2.586 -0.652 1.467
S -2.672 0.363 0.035
S -3.255 0.018 2.948
S -1.310 -2.795 0.243
C -4.472 -3.047 -2.139
C -3.730 -2.675 -3.386
C -4.127 -3.099 -4.646
C -3.356 -2.644 -5.707
N -2.297 -1.874 -5.580
C -1.934 -1.512 -4.322
S -0.566 -0.548 -4.041
N -2.664 -1.902 -3.229
H -5.284 -3.741 -2.357
H -4.879 -2.147 -1.673
H -3.786 -3.479 -1.407
H -4.990 -3.735 -4.787
H -3.620 -2.924 -6.726
F 0.589 6.675 0.032
C 0.636 5.312 -0.024
C -0.508 4.591 0.245
C -0.446 3.206 0.182
C 0.740 2.539 -0.132
C 1.864 3.315 -0.404
C 1.827 4.703 -0.354
Sb 0.753 0.366 -0.296
C 2.950 0.300 -0.279
C 3.585 -0.219 -1.403
C 4.971 -0.311 -1.489
C 5.715 0.129 -0.418
F 7.076 0.046 -0.481
C 5.137 0.649 0.724
C 3.753 0.726 0.779
C 0.736 0.010 1.829
C 0.190 0.872 2.770
C 0.244 0.587 4.131
C 0.869 -0.573 4.531
F 0.948 -0.853 5.861
C 1.410 -1.468 3.631
C 1.329 -1.169 2.280
H -1.428 5.105 0.488
H -1.346 2.631 0.368
H 2.803 2.839 -0.660
H 2.701 5.304 -0.567
H 2.992 -0.563 -2.243
H 5.466 -0.715 -2.361
H 5.763 0.977 1.543
H 3.289 1.124 1.676
H -0.307 1.782 2.455
H -0.204 1.242 4.867
H 1.857 -2.386 3.985
H 1.726 -1.883 1.568
```

Summary:
Total charge: -2
Energy relative to the best compared isomer or geometry (same formula, charge and spin) (kJ/mol): 0.0
HOMO level (eV): -1.133
HOMO-LUMO gap (eV): 5.5
Maximum force (eV Å⁻¹): 0.54

These are the Mulliken partial charges, in e, on atoms 1 to 8: number 1, Cu, carries -0.0999; number 2, O, carries -0.7010; number 3, C, carries 0.6788; number 4, S, carries -0.2251; number 5, C, carries 0.2455; number 6, C, carries 0.0506; number 7, S, carries -0.5003; number 8, S, carries -0.2247



[7]
Computed, not measured: a molecular structure, C6H10NO in a non-equilibrium geometry, with ωB97M-V with the def2-TZVPD basis set.

Structure (XYZ):
```
18
Properties=species:S:1:pos:R:3
O -1.074 -2.450 -0.559
C -1.697 -1.810 0.536
C -1.849 -0.482 0.737
C -1.288 0.479 -0.265
C 0.220 0.819 -0.323
C 0.682 2.099 -0.546
C 2.421 -0.078 0.079
N 0.961 -0.264 -0.147
H -2.139 -2.620 1.109
H -0.510 -1.808 0.072
H -2.345 -0.064 1.601
H -1.838 1.404 -0.447
H -1.409 -0.198 -1.158
H 1.569 2.551 -0.111
H 0.086 2.750 -1.177
H 2.831 -0.869 0.734
H 2.831 -0.197 -0.919
H 2.548 0.740 0.786
```

Summary:
Total charge: +1
Energy relative to the best compared isomer or geometry (same formula, charge and spin) (kJ/mol): 677.9
HOMO level (eV): -13.349
HOMO-LUMO gap (eV): 5.0
Maximum force (eV Å⁻¹): 4.70

These are the Mulliken partial charges, in e, on atoms 1 to 8: number 1, O, carries -0.4573; number 2, C, carries -0.2709; number 3, C, carries -0.3489; number 4, C, carries -1.0382; number 5, C, carries 1.0103; number 6, C, carries -0.4210; number 7, C, carries -0.9510; number 8, N, carries -0.2502



- Number 7 is which compound?
  C6H10NO